Entry 1:
C4H8N | the ωB97M-V functional and the def2-TZVPD basis

CARTESIAN COORDINATES (ANGSTROEM)
N (0.15, 0.38, 0.13)
C (0.05, -1.72, -0.21)
C (-0.08, 1.81, 0.25)
C (-0.89, -0.60, -0.26)
C (0.49, -0.53, -0.91)
H (0.08, -2.66, -0.66)
H (-0.71, 2.11, 1.19)
H (-1.99, -0.49, -0.15)
H (0.65, -1.64, 1.07)
H (-0.47, 2.39, -0.55)
H (0.90, -0.63, -1.93)
H (0.86, 2.37, 0.51)
H (0.97, -0.79, 1.51)

The value obtained for the HOMO energy is -0.5594 Ha. For the LUMO energy, the calculation gives -5.5314 eV. The value obtained for the HOMO-LUMO gap is 9.7 eV. The value obtained for the energy above the lowest of the compared OMol25 structures with the same formula, charge and spin is 553.9 kJ/mol. The calculated total energy comes out at -211.4601 Eh. The charge is +1.

---

Entry 2:
C4H8N | the ωB97M-V functional and the def2-TZVPD basis

CARTESIAN COORDINATES (ANGSTROEM)
N (0.24, 0.94, 0.26)
C (1.04, 1.54, 1.36)
C (-0.59, -0.76, -1.03)
C (0.07, -0.34, 0.13)
C (-1.17, -1.92, -1.25)
H (1.14, 0.80, 2.08)
H (0.64, -0.99, 0.74)
H (-0.45, 1.39, -0.36)
H (2.09, 1.78, 1.02)
H (0.74, 2.51, 1.71)
H (-1.75, -2.07, -2.26)
H (-1.38, -2.79, -0.57)
H (-0.64, -0.09, -1.83)

The value obtained for the HOMO energy is -0.5652 Ha. For the LUMO energy, the calculation gives -5.4166 eV. The value obtained for the HOMO-LUMO gap is 10.0 eV. The SMILES is C=C/C=[NH+]/C. The value obtained for the energy above the lowest of the compared OMol25 structures with the same formula, charge and spin is 51.4 kJ/mol. The calculated total energy comes out at -211.6515 Eh. The charge is +1.

---

Entry 3:
C4H8N | the ωB97M-V functional and the def2-TZVPD basis

CARTESIAN COORDINATES (ANGSTROEM)
N (-0.64, -1.48, 0.06)
C (1.01, -0.93, -0.15)
C (-1.45, -0.56, 0.03)
C (-1.23, 0.92, -0.08)
C (1.73, 0.36, 0.05)
H (-1.85, 1.34, -0.83)
H (-1.51, 1.67, 0.75)
H (1.89, 0.64, 1.12)
H (-2.42, -0.91, 0.29)
H (1.20, -1.36, -1.18)
H (1.22, -1.49, 0.82)
H (-0.17, 0.99, -0.14)
H (2.21, 0.83, -0.74)

The value obtained for the HOMO energy (alpha / beta) is -0.5814 / -0.5814 Ha. For the LUMO energy (alpha / beta), the calculation gives -7.6248 / -7.6261 eV. The value obtained for the HOMO-LUMO gap (alpha / beta) is 8.2 / 8.2 eV. The value obtained for the energy above the lowest of the compared OMol25 structures with the same formula, charge and spin is 419.7 kJ/mol. The calculated total energy comes out at -211.5112 Eh. The charge is +1.

---

Please write out number 3 again, unchanged.
C4H8N | the ωB97M-V functional and the def2-TZVPD basis

CARTESIAN COORDINATES (ANGSTROEM)
N (-0.64, -1.48, 0.06)
C (1.01, -0.93, -0.15)
C (-1.45, -0.56, 0.03)
C (-1.23, 0.92, -0.08)
C (1.73, 0.36, 0.05)
H (-1.85, 1.34, -0.83)
H (-1.51, 1.67, 0.75)
H (1.89, 0.64, 1.12)
H (-2.42, -0.91, 0.29)
H (1.20, -1.36, -1.18)
H (1.22, -1.49, 0.82)
H (-0.17, 0.99, -0.14)
H (2.21, 0.83, -0.74)

The value obtained for the HOMO energy (alpha / beta) is -0.5814 / -0.5814 Ha. For the LUMO energy (alpha / beta), the calculation gives -7.6248 / -7.6261 eV. The value obtained for the HOMO-LUMO gap (alpha / beta) is 8.2 / 8.2 eV. The value obtained for the energy above the lowest of the compared OMol25 structures with the same formula, charge and spin is 419.7 kJ/mol. The calculated total energy comes out at -211.5112 Eh. The charge is +1.

---

Question: Which of these has the lowest calculated total energy?
Answer: number 2